(1)
{
  "formula": "BrFO2S",
  "method": "the ωB97M-V functional and the def2-TZVPD basis",
  "de_lowest_kj_mol": 230.41,
  "orbital_gap_ha": [0.3294, 0.3294],
  "e_tot_ha": -3222.43616,
  "charge": 0,
  "homo_energy_ev": [-12.459, -12.457],
  "symbols": ["S", "F", "O", "Br", "O"],
  "coordinates": [[0.160, -0.288, 0.015], [0.653, 1.923, -0.165], [0.603, -0.937, -1.158], [-2.026, -0.073, -0.003], [0.610, -0.626, 1.312]]
}

---

(2)
{
  "formula": "BrH13O6",
  "method": "the ωB97M-V functional and the def2-TZVPD basis",
  "de_lowest_kj_mol": 129.57,
  "orbital_gap_ha": 0.3004,
  "e_tot_ha": -3033.14129,
  "charge": 0,
  "homo_energy_ev": -9.921,
  "symbols": ["H", "H", "H", "H", "O", "H", "H", "H", "H", "H", "O", "H", "O", "H", "H", "O", "O", "Br", "H", "O"],
  "coordinates": [[1.974, 1.004, 0.576], [0.690, -1.858, -1.687], [-0.919, 1.288, 3.580], [1.768, -2.681, -1.539], [0.038, -3.013, 1.541], [-1.791, -0.970, -1.238], [-0.933, 1.858, -1.209], [-1.319, 3.250, -2.094], [-0.121, 0.952, 2.391], [0.658, -2.393, 0.950], [-1.255, 2.767, -1.181], [-0.832, 3.178, -0.399], [-2.615, -1.124, -1.717], [-0.281, -2.504, 2.203], [3.386, 1.059, 0.516], [-0.055, 1.380, 3.362], [1.369, -2.211, -2.319], [-0.103, -0.042, -0.004], [-2.303, -1.587, -2.372], [2.652, 1.648, 0.646]]
}